{
  "formula": "H26O17S",
  "method": "ωB97M-V with the def2-TZVPD basis set",
  "symbols": ["S", "O", "O", "O", "O", "O", "O", "O", "O", "O", "O", "O", "O", "O", "O", "O", "O", "O", "H", "H", "H", "H", "H", "H", "H", "H", "H", "H", "H", "H", "H", "H", "H", "H", "H", "H", "H", "H", "H", "H", "H", "H", "H", "H"],
  "xyz": [[0.20255, -0.17611, 0.02314], [-0.01845, -0.42311, -1.30886], [0.44455, -3.80411, 0.22314], [-0.22645, 0.75989, -3.69686], [3.32755, 0.67689, -1.50486], [3.29855, 0.39889, 1.92014], [0.18655, -1.38711, 0.73214], [-0.73145, 2.68189, 2.47714], [1.22055, 3.05689, -0.62886], [-1.41845, 3.07189, -0.59586], [1.43655, 0.57489, 0.16714], [1.18055, -1.18711, 3.43814], [-1.87745, -2.43511, 2.03114], [-1.75945, -1.79311, -2.53386], [-0.85445, 0.79889, 0.52614], [-2.80945, 0.10489, 2.59314], [-3.28045, 0.34789, -0.78986], [1.86655, -2.05411, -2.38286], [0.19755, -2.87111, 0.31614], [-0.08745, 0.27189, -2.88586], [-1.14245, -1.95411, 1.52414], [2.01255, -1.70711, -3.28886], [-2.64645, -1.59011, -2.03286], [-0.81445, 1.94189, 1.80114], [0.35855, -3.81211, -0.70386], [-2.43145, 0.36389, -0.26086], [-1.73245, 3.68389, 0.12214], [1.39855, 2.28989, -0.31486], [-0.18445, 0.16089, -4.45986], [0.73455, -1.65411, 2.73614], [1.64555, -0.33711, 3.02714], [-3.02245, 0.89889, -1.52286], [0.34855, 3.30589, -0.74286], [-1.56945, -3.03711, 2.62414], [2.62855, 0.45589, -0.77686], [1.35755, -1.47811, -1.85086], [3.57655, 1.36389, 2.07814], [-2.79945, -0.74711, 2.51414], [0.11055, 3.21589, 2.18414], [2.54155, 0.68289, 1.29314], [3.67255, -0.18311, -1.66286], [-2.20745, 0.58289, 1.94014], [-1.07445, 2.26889, -0.23886], [-1.05845, -1.32911, -2.10786]],
  "multiplicity": 1,
  "charge": -2,
  "max_force_ev_per_a": 9.713,
  "homo_lumo_gap_ev": 10.01
}